Formula: C16H35NOP2PdSi
Source: OMol25
Level of theory: the ωB97M-V functional and the def2-TZVPD basis

Calculated values
Relative energy (zero: lowest compared OMol25 entry of this formula, charge and spin)   172.58 kJ/mol
Total charge   0
Max |F|   2.81 eV/Å
Kohn-Sham gap (alpha / beta)   3.328 / 6.536 eV
E_HOMO (alpha / beta)   -3.0 / -7.7 eV
Multiplicity   5

Each line ends with the Mulliken spin population.
Cartesian coordinates (Å):
Pd: -0.278 0.264 0.106  0.641
Si: 2.421 -0.477 -0.982  -0.012
P: -0.783 0.618 -2.087  0.062
N: 1.071 -1.367 -0.505  0.421
H: 0.944 0.064 1.125  0.490
C: -2.561 0.689 -2.514  0.012
H: -2.678 0.599 -3.608  0.000
H: -2.998 1.634 -2.157  0.013
H: -3.073 -0.155 -2.031  -0.001
C: -0.199 2.163 -2.886  0.015
H: -0.411 2.107 -3.965  -0.002
H: 0.879 2.299 -2.741  0.001
H: -0.733 3.025 -2.464  0.001
C: -0.267 -0.639 -3.319  0.009
H: -0.545 -0.294 -4.322  0.000
H: -0.765 -1.591 -3.118  -0.002
H: 0.808 -0.830 -3.314  -0.006
C: 2.652 1.282 -0.423  0.094
H: 2.184 1.622 0.504  -0.014
H: 2.388 1.938 -1.259  -0.028
H: 3.746 1.296 -0.310  0.004
H: 3.652 -1.182 -0.519  0.025
H: 2.347 -0.215 -2.450  0.034
C: 0.626 -2.649 -0.669  0.026
C: -1.205 -4.213 -0.359  0.425
C: -0.707 -2.924 -0.300  0.225
C: 1.454 -3.703 -1.159  0.575
C: 0.943 -4.994 -1.217  0.186
C: -0.378 -5.244 -0.810  0.084
H: -2.233 -4.393 -0.050  0.050
H: -1.314 -2.075 0.034  0.011
H: 2.475 -3.475 -1.476  0.021
H: 1.568 -5.816 -1.576  0.044
H: -0.774 -6.261 -0.840  0.007
C: -2.270 3.844 0.237  -0.007
O: -3.099 3.806 -0.671  0.001
C: -2.478 3.288 1.622  -0.008
H: -2.325 4.110 2.336  -0.001
H: -1.718 2.506 1.812  0.030
H: -3.494 2.913 1.715  -0.010
C: -0.876 4.430 0.066  0.023
H: -0.935 5.287 -0.622  0.000
H: -0.192 3.644 -0.328  -0.002
H: -0.511 4.779 1.052  0.000
C: 1.970 0.637 3.411  0.020
P: 0.536 -0.244 2.709  0.362
C: 1.033 -1.982 2.821  -0.021
C: -0.805 0.063 3.882  0.179
H: 2.853 0.481 2.775  -0.028
H: 2.177 0.227 4.411  0.007
H: 1.741 1.710 3.500  0.009
H: 1.451 -2.176 3.820  0.006
H: 0.159 -2.623 2.649  0.021
H: 1.795 -2.189 2.058  0.008
H: -0.577 -0.388 4.864  0.012
H: -0.948 1.144 4.027  0.002
H: -1.747 -0.368 3.519  -0.010



Formula: C16H36AsBF4O3PS2V
Source: OMol25
Level of theory: the ωB97M-V functional and the def2-TZVPD basis

Calculated values
Total charge   0
Max |F|   2.06 eV/Å
Kohn-Sham gap (alpha / beta)   7.448 / 8.137 eV
E_HOMO (alpha / beta)   -7.6 / -8.0 eV
Multiplicity   3

Each line ends with the Mulliken spin population.
Cartesian coordinates (Å):
V: 1.391 0.204 -0.417  2.013
C: 4.892 0.722 -0.446  0.012
C: 3.592 0.345 -1.100  -0.048
S: 2.582 1.601 -1.719  -0.074
C: 3.229 -0.971 -1.273  0.020
C: 4.130 -2.108 -0.879  0.007
S: 1.752 -1.329 -2.096  -0.022
H: 5.023 1.801 -0.460  -0.002
H: 5.727 0.253 -0.970  -0.002
H: 4.920 0.392 0.593  0.000
H: 5.020 -2.093 -1.512  0.000
H: 3.622 -3.059 -1.016  -0.002
H: 4.447 -2.018 0.161  0.003
F: 2.276 1.668 1.552  0.003
B: 2.170 0.452 2.287  0.034
F: 2.511 0.612 3.598  0.001
F: 2.938 -0.524 1.625  0.016
F: 0.814 0.037 2.133  0.018
C: -2.967 1.308 -0.771  0.005
C: -1.814 2.215 -1.206  0.005
As: -0.210 2.055 -0.056  -0.010
C: -1.041 2.276 1.713  0.014
C: -1.884 3.536 1.886  -0.003
C: 0.591 3.860 -0.260  -0.007
C: -0.265 4.951 -0.900  -0.004
H: -3.747 1.292 -1.533  0.000
H: -3.412 1.670 0.156  0.000
H: -2.640 0.287 -0.594  0.001
H: -2.144 3.252 -1.208  -0.003
H: -1.492 1.969 -2.220  0.000
H: -0.223 2.270 2.432  0.001
H: -1.638 1.380 1.886  0.002
H: -1.274 4.434 1.788  0.000
H: -2.329 3.548 2.882  0.000
H: -2.692 3.588 1.155  0.000
H: 1.501 3.738 -0.839  0.002
H: 0.897 4.146 0.748  -0.002
H: -0.490 4.710 -1.939  0.000
H: 0.288 5.891 -0.885  0.000
H: -1.205 5.107 -0.371  0.000
C: -2.920 -1.923 2.813  0.000
C: -1.507 -1.532 2.430  0.001
O: -1.513 -1.117 1.057  0.010
P: -0.335 -1.345 -0.027  -0.035
O: -1.287 -1.854 -1.221  -0.005
C: -1.472 -1.260 -2.511  0.025
C: -1.263 -2.281 -3.616  0.002
O: 0.365 -2.687 0.492  0.001
C: 0.152 -3.996 -0.058  0.002
C: -1.139 -4.619 0.441  0.001
H: -2.972 -2.116 3.885  0.000
H: -3.234 -2.818 2.274  0.000
H: -3.608 -1.114 2.569  0.000
H: -0.817 -2.366 2.561  0.000
H: -1.155 -0.703 3.043  0.000
H: -0.794 -0.410 -2.634  0.014
H: -2.502 -0.902 -2.550  0.002
H: -0.219 -2.574 -3.687  0.001
H: -1.564 -1.842 -4.567  -0.001
H: -1.869 -3.167 -3.426  0.000
H: 1.012 -4.579 0.269  -0.003
H: 0.163 -3.934 -1.146  0.002
H: -1.126 -4.706 1.528  0.000
H: -1.253 -5.616 0.014  0.000
H: -1.992 -4.009 0.143  0.000



Formula: C16H36BN3O32S6
Source: OMol25
Level of theory: the ωB97M-V functional and the def2-TZVPD basis

Calculated values
Relative energy (zero: lowest compared OMol25 entry of this formula, charge and spin)   106.27 kJ/mol
Total charge   +2
Max |F|   2.67 eV/Å
Kohn-Sham gap   8.221 eV
E_HOMO   -14.1 eV

Each line ends with the Mulliken charge.
Cartesian coordinates (Å):
N: -2.444 -6.595 -0.543  -0.262
H: -2.084 -5.661 -0.302  0.235
H: -3.459 -6.649 -0.447  0.409
H: -2.010 -7.380 -0.048  0.394
H: -2.148 -6.849 -1.496  0.367
N: -1.450 -4.529 4.998  -0.401
H: -0.627 -4.374 4.413  0.343
H: -2.082 -3.766 4.722  0.332
H: -1.239 -4.597 5.995  0.398
H: -1.934 -5.391 4.737  0.380
N: 4.792 2.571 2.687  -0.305
H: 4.164 3.240 2.198  0.461
H: 5.750 2.802 2.409  0.404
H: 4.512 1.609 2.512  0.323
H: 4.871 2.735 3.694  0.386
O: 2.432 1.295 0.691  -0.578
C: 1.530 0.586 0.359  0.432
O: 1.196 -0.533 1.001  -0.764
B: -0.106 -0.991 0.531  2.396
O: -0.527 0.008 -0.469  -0.600
C: 0.399 0.945 -0.604  0.796
O: 0.337 1.884 -1.323  -0.610
O: -0.154 -2.325 -0.154  -0.843
C: -0.671 -3.226 0.633  0.080
O: -0.816 -4.401 0.418  -0.831
C: -1.215 -2.511 1.883  0.622
O: -0.960 -1.256 1.728  -0.478
O: -1.771 -3.068 2.801  -0.769
C: -1.862 0.831 -3.769  0.170
C: -0.680 0.116 -4.337  0.197
O: -1.050 -0.351 -5.635  -0.333
S: -2.553 0.082 -6.053  1.052
O: -3.502 -0.954 -5.664  -0.510
O: -2.565 0.653 -7.352  -0.513
O: -2.709 1.177 -4.857  -0.484
H: -1.670 1.757 -3.229  0.340
H: -2.498 0.266 -3.078  -0.153
H: -0.247 -0.716 -3.788  -0.004
H: 0.089 0.892 -4.379  0.259
C: -2.918 -0.147 4.013  0.072
C: -3.139 0.812 2.855  0.194
O: -3.997 1.805 3.437  -0.390
S: -3.970 1.807 5.071  1.101
O: -5.200 1.338 5.632  -0.532
O: -3.440 3.067 5.513  -0.508
O: -2.789 0.705 5.140  -0.397
H: -2.062 -0.815 4.034  0.096
H: -3.785 -0.792 4.202  0.200
H: -3.761 0.428 2.043  0.207
H: -2.300 1.308 2.365  0.011
C: 2.945 5.049 -2.332  -0.443
C: 3.278 3.622 -2.714  0.085
O: 4.664 3.440 -2.354  -0.300
S: 4.900 4.271 -0.982  0.909
O: 5.927 5.245 -1.195  -0.569
O: 4.824 3.438 0.180  -0.469
O: 3.492 5.059 -1.029  -0.300
H: 1.889 5.259 -2.460  0.425
H: 3.555 5.645 -3.019  0.331
H: 3.107 3.357 -3.756  0.425
H: 2.705 2.896 -2.132  -0.197
C: 3.186 -2.512 -1.036  0.034
C: 4.645 -2.258 -1.486  -0.467
O: 4.518 -1.069 -2.298  -0.416
S: 3.075 -0.907 -3.054  1.063
O: 3.117 -1.262 -4.435  -0.556
O: 2.499 0.372 -2.785  -0.339
O: 2.413 -2.065 -2.101  -0.153
H: 3.065 -1.883 -0.148  -0.010
H: 2.982 -3.557 -0.826  0.379
H: 5.026 -2.981 -2.213  0.285
H: 5.459 -1.975 -0.824  0.248
C: 0.022 4.235 2.076  -0.126
C: 0.064 4.062 3.609  -0.171
O: 1.254 4.714 4.049  -0.379
S: 2.001 5.479 2.829  0.948
O: 2.925 4.577 2.192  -0.491
O: 2.447 6.766 3.213  -0.536
O: 0.685 5.502 1.930  -0.411
H: -0.980 4.360 1.679  0.408
H: 0.599 3.442 1.604  0.051
H: 0.260 3.007 3.829  0.156
H: -0.823 4.347 4.171  0.328
C: -3.087 -2.683 -1.148  0.381
C: -3.744 -2.040 -2.357  0.219
O: -4.275 -3.174 -3.033  -0.382
S: -3.341 -4.504 -2.849  1.115
O: -2.549 -4.776 -4.023  -0.517
O: -4.104 -5.565 -2.230  -0.654
O: -2.411 -3.795 -1.690  -0.217
H: -3.852 -3.041 -0.449  0.032
H: -2.359 -2.074 -0.613  -0.365
H: -3.094 -1.423 -2.971  -0.253
H: -4.589 -1.445 -2.010  0.508



Formula: C16H36BNO3
Source: OMol25
Level of theory: the ωB97M-V functional and the def2-TZVPD basis

Calculated values
Relative energy (zero: lowest compared OMol25 entry of this formula, charge and spin)   136.02 kJ/mol
Total charge   0
Max |F|   1.59 eV/Å
Kohn-Sham gap   5.353 eV
E_HOMO   -6.0 eV

Each line ends with the Mulliken charge.
Cartesian coordinates (Å):
C: -2.803 -4.759 4.067  -0.712
O: -3.074 -3.374 3.996  -0.393
C: -2.867 -2.816 2.690  0.078
C: -2.059 -1.544 2.855  -0.958
C: -1.566 -0.891 1.535  0.037
C: -2.326 -1.286 0.262  -1.079
C: -1.528 -2.209 -0.661  0.722
C: -0.436 -3.141 -0.035  -0.225
O: -0.325 -4.131 -1.025  -0.803
B: -1.787 -4.377 -1.302  0.918
O: -2.287 -2.975 -1.542  -0.765
H: -1.749 -4.930 4.304  0.259
H: -3.420 -5.207 4.841  0.272
H: -3.032 -5.281 3.138  0.307
H: -2.411 -3.529 2.011  0.064
H: -3.857 -2.543 2.327  0.136
H: -1.180 -1.787 3.453  0.218
H: -2.609 -0.813 3.442  0.217
H: -0.496 -1.064 1.446  0.123
H: -1.667 0.190 1.662  0.525
H: -2.492 -0.375 -0.315  0.206
H: -3.316 -1.694 0.439  0.453
H: -0.923 -1.554 -1.326  -0.217
H: -0.649 -3.579 0.943  0.237
H: 0.545 -2.647 -0.043  -0.006
H: -1.993 -5.169 -2.195  -0.236
H: -2.245 -4.755 -0.201  -0.377
C: 0.005 5.188 -2.519  -1.189
C: 1.449 4.980 -2.052  -0.429
C: 2.026 3.595 -2.338  -0.509
N: 1.818 2.529 -1.278  0.206
C: 2.909 2.658 -0.241  -0.667
C: 2.928 1.503 0.745  -0.587
C: 3.007 0.153 0.042  -0.917
C: 1.923 0.027 -1.019  0.329
C: 1.941 1.193 -1.980  -1.078
C: 0.475 2.634 -0.640  -1.242
H: -0.726 4.739 -1.850  0.309
H: -0.222 6.253 -2.565  0.383
H: -0.148 4.775 -3.516  0.316
H: 1.561 5.253 -1.001  0.247
H: 2.069 5.683 -2.611  0.422
H: 3.104 3.666 -2.467  0.329
H: 1.613 3.200 -3.266  0.467
H: 3.852 2.695 -0.787  0.428
H: 2.757 3.611 0.264  0.387
H: 3.788 1.627 1.404  0.424
H: 2.048 1.539 1.393  0.289
H: 2.912 -0.652 0.769  0.412
H: 3.991 0.040 -0.427  0.344
H: 0.940 -0.073 -0.553  -0.439
H: 2.068 -0.890 -1.591  0.587
H: 1.114 1.134 -2.686  0.493
H: 2.879 1.222 -2.538  0.412
H: -0.281 2.538 -1.414  0.358
H: 0.400 3.586 -0.124  0.356
H: 0.351 1.834 0.081  0.558



Formula: C16H36FGaN2O4P
Source: OMol25
Level of theory: the ωB97M-V functional and the def2-TZVPD basis

Calculated values
Total charge   -1
Max |F|   0.77 eV/Å
Kohn-Sham gap   5.707 eV
E_HOMO   -3.3 eV

Each line ends with the Mulliken charge.
Cartesian coordinates (Å):
C: 0.596 2.739 1.600  -0.763
C: -0.552 3.572 1.007  -0.442
C: -1.655 2.665 0.516  0.601
O: -2.201 1.866 1.237  -0.633
O: -2.011 2.833 -0.772  -0.440
C: -1.863 1.639 -1.620  -0.496
C: -0.414 1.354 -1.978  -0.189
Ga: 0.073 -0.637 -2.083  0.021
C: 2.112 -0.789 -2.137  -0.404
C: 2.889 0.391 -1.510  -0.367
C: 3.457 0.014 -0.164  -0.083
F: 4.200 1.091 0.392  -0.374
P: -0.665 -1.978 -0.276  0.006
C: -2.367 -1.499 0.282  -0.919
C: 0.355 -1.636 1.236  -0.726
H: 1.291 3.386 2.143  0.403
H: 1.166 2.242 0.808  0.003
H: 0.212 1.973 2.277  0.232
H: -0.190 4.170 0.169  0.342
H: -0.964 4.242 1.769  0.335
H: -2.448 1.880 -2.512  0.302
H: -2.369 0.817 -1.107  0.080
H: -0.209 1.791 -2.966  0.350
H: 0.234 1.902 -1.283  -0.006
H: -0.562 -1.259 -3.426  -0.360
H: 2.443 -0.926 -3.172  0.443
H: 2.393 -1.710 -1.604  -0.094
H: 3.737 0.688 -2.146  0.301
H: 2.281 1.294 -1.384  0.134
H: 2.674 -0.223 0.562  -0.025
H: 4.150 -0.830 -0.244  0.299
H: -2.426 -0.511 0.750  0.094
H: -3.009 -1.478 -0.607  0.285
H: -2.774 -2.243 0.976  0.417
H: 1.312 -2.145 1.083  0.288
H: -0.122 -2.097 2.109  0.426
H: 0.533 -0.576 1.451  -0.067
C: -4.599 3.609 2.331  -1.043
C: -4.896 4.155 3.705  0.663
O: -4.247 5.052 4.216  -0.668
N: -5.945 3.598 4.379  -0.149
C: -6.815 2.527 3.944  -0.796
H: -3.742 4.139 1.930  0.147
H: -4.359 2.547 2.365  0.346
H: -5.452 3.758 1.667  0.434
H: -6.097 3.999 5.290  0.227
H: -7.855 2.859 3.904  0.272
H: -6.754 1.673 4.622  0.270
H: -6.525 2.192 2.954  0.319
C: 4.708 -3.827 -3.276  -1.044
C: 4.047 -4.535 -2.114  0.748
O: 3.153 -4.016 -1.481  -0.522
N: 4.493 -5.790 -1.801  -0.213
C: 5.537 -6.553 -2.446  -0.879
H: 4.231 -2.856 -3.377  0.073
H: 5.775 -3.687 -3.097  0.345
H: 4.580 -4.388 -4.203  0.370
H: 4.006 -6.204 -1.022  0.242
H: 5.147 -7.489 -2.853  0.279
H: 6.339 -6.795 -1.745  0.280
H: 5.963 -5.981 -3.264  0.324



Formula: C16H36GeNO4Re
Source: OMol25
Level of theory: the ωB97M-V functional and the def2-TZVPD basis

Calculated values
Relative energy (zero: lowest compared OMol25 entry of this formula, charge and spin)   0.00 kJ/mol
Total charge   +4
Max |F|   1.05 eV/Å
Kohn-Sham gap (alpha / beta)   7.601 / 6.261 eV
E_HOMO (alpha / beta)   -19.9 / -19.9 eV
Multiplicity   3

Each line ends with the Mulliken spin population.
Cartesian coordinates (Å):
Re: -1.240 0.862 1.398  1.879
C: 6.219 -3.150 -5.769  0.000
C: 6.724 -2.664 -4.436  0.000
C: 7.794 -1.608 -4.539  0.000
C: 7.034 -3.761 -3.453  0.000
O: 5.482 -1.900 -3.803  0.000
Ge: 4.213 -1.091 -3.147  0.000
O: 0.099 1.317 0.399  0.071
C: 0.803 3.096 -0.467  0.026
C: -0.399 3.497 -1.218  -0.007
C: 1.916 2.489 -1.218  0.003
C: 1.140 3.842 0.760  -0.010
O: -2.661 0.224 0.795  -0.010
C: -6.949 -1.756 -0.731  0.000
C: -6.701 -2.994 -0.004  0.000
C: -7.694 -0.678 -0.097  0.000
C: -6.569 -1.650 -2.134  0.000
H: 7.011 -3.742 -6.230  0.000
H: 5.348 -3.794 -5.656  0.000
H: 5.986 -2.322 -6.438  0.000
H: 8.655 -2.056 -5.038  0.000
H: 7.465 -0.763 -5.142  0.000
H: 8.119 -1.267 -3.558  0.000
H: 7.945 -4.259 -3.789  0.000
H: 7.223 -3.365 -2.456  0.000
H: 6.240 -4.506 -3.415  0.000
H: -0.673 2.789 -1.996  0.000
H: -1.246 3.745 -0.582  0.009
H: -0.100 4.430 -1.720  -0.002
H: 1.570 1.865 -2.038  0.000
H: 2.461 3.343 -1.644  0.001
H: 2.606 1.960 -0.566  0.000
H: 0.272 4.056 1.381  0.009
H: 1.941 3.382 1.334  -0.001
H: 1.509 4.813 0.398  0.003
H: -6.747 -2.890 1.077  0.000
H: -7.553 -3.646 -0.282  0.000
H: -5.821 -3.529 -0.355  0.000
H: -7.590 -0.658 0.986  0.000
H: -7.555 0.292 -0.569  0.000
H: -8.755 -0.945 -0.274  0.000
H: -5.765 -2.322 -2.423  0.000
H: -7.465 -2.001 -2.683  0.000
H: -6.423 -0.624 -2.464  0.000
C: -0.689 3.052 5.325  -0.001
N: -1.060 1.635 5.472  0.024
C: -1.304 1.190 6.866  -0.001
C: -1.202 0.819 4.486  -0.013
C: -1.611 -0.600 4.671  0.015
O: -0.969 1.269 3.253  0.006
H: -1.461 3.655 5.800  0.000
H: -0.596 3.320 4.280  0.001
H: 0.257 3.213 5.840  0.001
H: -0.936 1.964 7.531  0.000
H: -0.770 0.266 7.070  0.001
H: -2.372 1.054 7.027  0.001
H: -2.633 -0.651 5.052  0.001
H: -0.968 -1.096 5.398  0.001
H: -1.553 -1.148 3.733  -0.006